w) The following is a quantum chemistry calculation of a gas-phase ion, C10H19N2 (charge +1), from the Open Molecules 2025 dataset.

net charge	+1
E_HOMO (spin up / spin down)	-11.332 / -10.961	eV

Positions of all 31 atoms, in Å:
C -0.87174 -1.59163 -0.46502
C -1.44733 -0.28792 -0.88183
C 0.28840 1.17433 0.22714
C 1.30343 0.51288 -0.68296
C -1.15765 0.87654 0.11972
C 1.46439 -0.89344 -0.06366
C 2.61988 1.27776 -0.75627
C -1.85921 2.12567 -0.45148
C -1.74803 0.55121 1.49892
C 2.54650 -1.23548 0.89359
N 0.38985 -1.74825 -0.07858
N -1.69088 -2.65526 -0.38699
H -1.08384 0.00564 -1.86604
H -2.53016 -0.39876 -0.95776
H 0.65629 1.49534 1.19052
H 0.92700 0.40839 -1.70089
H 3.36807 0.70045 -1.29000
H 2.99934 1.52377 0.23023
H 2.46031 2.20931 -1.29069
H -1.73677 2.96065 0.23307
H -2.92215 1.93809 -0.57606
H -1.43227 2.40614 -1.41128
H -1.61342 1.39433 2.17111
H -1.25866 -0.31540 1.93961
H -2.81322 0.34813 1.42555
H 2.20288 -1.88539 1.69822
H 2.97553 -0.34107 1.33428
H 3.35857 -1.74334 0.36794
H 0.61934 -2.66727 0.29659
H -2.64685 -2.58745 -0.68850
H -1.36762 -3.55797 -0.07849

x) The following is a quantum chemistry calculation of 2 unconnected molecules or ions with the total composition C10H19N2, from the Open Molecules 2025 dataset.

net charge	+1
E_HOMO	-13.635	eV

Positions of all 31 atoms, in Å:
C 4.95276 3.56346 0.09561
C 4.52070 4.02691 1.48840
C 3.81332 3.72330 -0.91307
C 3.26961 3.27759 1.95166
C 2.56223 2.97398 -0.44982
C 2.13017 3.43743 0.94297
H 5.23902 2.49531 0.14633
H 5.84056 4.13435 -0.23807
H 4.29630 5.11031 1.45177
H 5.34459 3.87814 2.21263
H 4.13070 3.35714 -1.90838
H 3.57063 4.79885 -1.01180
H 2.95222 3.64379 2.94695
H 3.51229 2.20204 2.05043
H 2.78659 1.89058 -0.41322
H 1.73834 3.12279 -1.17404
H 1.24235 2.86658 1.27666
H 1.84395 4.50559 0.89224
C -0.82610 -0.50695 0.59289
C 0.37978 0.14864 0.66764
C -0.83620 1.06690 -0.97533
N -1.54383 0.07957 -0.42107
N 0.32864 1.11199 -0.31931
C 1.55335 -0.04116 1.56206
H -1.21767 -1.33689 1.18109
H -1.14715 1.70882 -1.79956
H -2.49643 -0.19292 -0.72369
H 1.08552 1.78627 -0.53323
H 1.35068 -0.86920 2.26198
H 1.75193 0.87293 2.14655
H 2.45544 -0.28767 0.97720

Stability summary: most stable x), least stable w).

w) The following is a quantum chemistry calculation of 12 unconnected molecules or ions with the total composition C14H52N10O12, from the Open Molecules 2025 dataset.

E_HOMO	-8.555	eV
structure (SMILES)	NC(N)=O.NC(N)=O.NC(N)=O.NC(N)=O.NC(N)=O.CCO.CCO.CO.CO.CO.CO.CO

Positions of all 88 atoms, in Å:
C 18.68000 -2.17000 1.86500
C 17.96900 -1.39200 0.90800
O 17.00200 -2.22400 0.32600
H 19.27500 -1.42800 2.32100
H 19.32100 -2.89900 1.40000
H 18.05100 -2.74400 2.57900
H 18.70100 -0.99800 0.21500
H 17.51100 -0.58800 1.43900
H 16.76500 -1.73700 -0.50000
C 17.27200 0.33300 4.05300
C 18.54900 0.75300 4.71100
O 18.66500 0.32700 6.01500
H 17.21500 -0.74500 3.87700
H 17.00000 0.95500 3.14800
H 16.49700 0.40700 4.89100
H 18.67600 1.83600 4.71800
H 19.44600 0.43900 4.18300
H 17.91900 0.66800 6.55200
C 13.97100 -3.35600 -1.17100
O 13.13700 -2.34100 -0.77400
N 14.66000 -3.24200 -2.24200
N 13.91300 -4.56800 -0.56900
H 14.09000 -2.54500 -2.85900
H 15.13700 -3.98900 -2.78300
H 13.48700 -4.57400 0.37200
H 14.36200 -5.47100 -0.95600
C 15.37700 -4.71200 4.94700
O 16.03700 -3.49200 4.74300
N 14.90600 -5.06300 6.08400
N 15.19200 -5.58900 4.04500
H 14.94400 -4.41900 6.85700
H 14.37700 -5.92900 6.24800
H 15.60600 -5.31300 3.10800
H 14.44700 -6.27500 4.05200
C 13.77100 -0.04100 6.11600
O 13.78100 0.51100 7.39600
N 13.19600 0.46800 5.08900
N 14.41900 -1.12600 5.84300
H 12.46000 1.27800 5.18900
H 13.14200 -0.06800 4.18300
H 14.85800 -1.60100 6.66900
H 14.49900 -1.64300 4.95400
C 10.22500 -1.65200 1.26600
O 9.70800 -0.76500 2.15400
N 9.65700 -2.30900 0.31000
N 11.50600 -1.83500 1.27700
H 8.65600 -1.99000 0.20500
H 10.12800 -2.76500 -0.52700
H 12.10700 -1.63900 2.05800
H 11.95300 -2.27300 0.50300
C 15.34400 1.40300 0.32300
O 16.70000 1.71200 0.35600
N 14.52500 1.49200 1.32700
N 14.65700 1.15300 -0.76500
H 14.93600 1.75200 2.23300
H 13.51900 1.33400 1.40100
H 15.22200 1.23200 -1.60400
H 13.66000 0.87700 -0.73200
C 11.29300 0.78600 -0.95900
O 12.02300 0.45300 0.18500
H 11.82500 0.18200 -1.71300
H 11.12100 1.89700 -1.10500
H 10.33500 0.31500 -0.91700
H 11.84800 -0.49700 0.42600
C 14.54000 -1.98200 2.53200
O 13.83400 -0.70900 2.54100
H 15.62000 -1.79400 2.54600
H 14.36600 -2.62600 1.64400
H 14.30700 -2.54700 3.34600
H 14.33300 -0.14300 2.04500
C 12.03400 -3.41400 5.00000
O 11.63000 -2.07100 5.05000
H 12.47300 -3.66300 4.06600
H 11.10600 -3.99100 5.08400
H 12.68500 -3.69700 5.85000
H 12.40600 -1.49600 5.08500
C 17.40800 -5.31400 2.03500
O 16.25400 -4.71300 1.58100
H 17.70600 -4.76500 2.92200
H 18.23200 -5.16000 1.26700
H 17.26000 -6.31200 2.33500
H 16.44100 -3.78500 1.38400
C 11.24400 -5.09900 1.76800
O 12.68900 -4.99000 1.94300
H 10.69000 -4.82500 2.71600
H 11.03800 -6.11200 1.46700
H 10.82600 -4.40900 1.05000
H 12.99800 -5.49000 2.72800

x) The following is a quantum chemistry calculation of 12 unconnected molecules or ions with the total composition C14H52N10O12, from the Open Molecules 2025 dataset.

E_HOMO	-8.998	eV
structure (SMILES)	NC(N)=O.NC(N)=O.NC(N)=O.NC(N)=O.NC(N)=O.CCO.CCO.CO.CO.CO.CO.CO

Positions of all 88 atoms, in Å:
C 1.47000 26.44600 -6.94900
C 0.52800 27.56000 -6.55600
O -0.36500 27.91800 -7.58800
H 1.10700 25.80500 -7.72300
H 1.60100 25.76900 -6.13900
H 2.42600 26.71700 -7.21300
H 0.87200 28.55400 -6.12100
H -0.13700 27.22300 -5.89400
H -1.02500 28.38300 -7.07100
C -2.17100 23.41200 -9.37400
C -1.71800 23.41700 -7.90300
O -1.04500 24.59400 -7.69300
H -2.77100 24.33100 -9.61800
H -2.72200 22.47800 -9.62900
H -1.19100 23.59000 -9.91500
H -1.16100 22.58700 -7.51100
H -2.62700 23.34000 -7.29000
H -0.93700 24.71400 -6.72300
C -6.15100 26.66400 -9.73200
O -6.77800 25.53500 -10.12100
N -6.65000 27.41200 -8.80700
N -4.94200 26.93900 -10.09500
H -7.73100 27.25400 -8.58700
H -6.27600 28.32100 -8.61600
H -4.63000 26.25700 -10.81900
H -4.71000 27.92100 -10.24500
C -4.14000 29.84100 -8.15300
O -4.06800 31.19900 -8.57000
N -5.17200 29.25800 -7.50700
N -3.18100 28.94700 -8.37900
H -6.07100 29.81200 -7.38100
H -5.14100 28.34400 -6.97800
H -2.54300 29.21300 -9.07300
H -3.17700 27.95700 -8.17300
C -3.90400 26.35600 -6.68400
O -3.06400 25.84000 -5.75900
N -5.13200 26.66700 -6.52600
N -3.40500 26.44600 -7.91200
H -5.49100 26.31300 -5.62900
H -5.83200 26.77400 -7.30700
H -2.48900 26.00800 -7.98400
H -3.97700 26.55800 -8.82600
C -8.82500 25.03100 -7.42300
O -7.63500 25.27600 -6.85500
N -9.03400 24.90200 -8.72600
N -9.90600 24.83000 -6.68600
H -8.23700 25.08100 -9.27400
H -9.80800 24.36000 -9.13500
H -9.63000 24.62200 -5.71600
H -10.84300 24.49100 -7.03900
C -1.96500 29.41700 -5.00000
O -3.05000 28.65200 -4.76600
N -1.59800 29.92700 -6.16300
N -1.08500 29.93100 -4.19800
H -2.38700 29.75200 -6.81600
H -0.67500 30.19800 -6.55400
H -1.25900 29.83800 -3.12200
H -0.38700 30.63700 -4.51200
C -1.18500 26.71800 -10.64200
O -1.39300 27.55500 -11.73100
H -2.15100 26.70400 -10.10800
H -0.39300 27.19300 -10.06900
H -1.02600 25.74200 -10.92400
H -1.67300 28.38700 -11.28100
C -0.33400 24.90100 -4.13400
O -1.02900 24.18300 -3.11300
H 0.77100 24.86800 -4.04400
H -0.55900 25.86700 -4.32100
H -0.48200 24.35300 -5.12600
H -1.95700 24.18600 -3.34100
C -5.22800 25.83100 -3.35300
O -5.87800 25.14000 -4.39500
H -5.98000 26.06400 -2.56100
H -4.82300 26.74600 -3.57500
H -4.41400 25.28200 -3.05400
H -5.81500 24.22900 -4.08500
C -5.27500 23.31900 -7.85900
O -5.09700 23.46400 -6.50100
H -6.33500 23.07600 -8.14100
H -4.48500 22.68700 -8.24200
H -5.10700 24.25100 -8.31100
H -5.63800 24.23700 -6.33900
C -7.95200 27.44000 -4.84100
O -8.70000 26.31800 -4.32300
H -8.52800 28.39000 -4.87700
H -7.82700 27.27200 -5.89500
H -6.98300 27.62100 -4.31500
H -8.28900 25.47000 -4.63000

Stability summary: most stable w), least stable x).